(1)
Computed, not measured: 2 unconnected molecules or ions with the total composition C9H11NS in a non-equilibrium geometry, with wB97M-V/def2-TZVPD.

## Properties
F_max ... 0.1168 hartree/bohr
Total energy ... -802.36864 Ha
Net charge ... 0
Multiplicity ... 1
SMILES ... C=C/C=C/S.c1ccncc1
Highest occupied orbital energy ... -8.055 eV

The geometry in XYZ format:
```
22
Properties=species:S:1:pos:R:3:forces:R:3:lowdin_charge:R:1
C 1.9128 1.1775 0.5143 -2.854 0.325 -1.698 -0.038
C 1.7012 0.5724 -0.7675 0.367 0.797 0.349 -0.058
C -0.3770 -2.5735 0.0614 1.572 -0.228 1.908 -0.163
C -1.2651 -1.5373 -0.3601 1.401 2.206 5.407 -0.213
C 0.8638 2.0299 0.9706 1.283 -0.362 -2.045 -0.123
C 0.4843 -2.5316 1.1211 -1.438 1.199 -2.523 0.029
C 0.5274 0.8460 -1.4741 1.215 -0.285 -1.222 -0.084
C -1.5562 -0.4457 0.3979 -1.820 -0.435 -0.118 -0.471
C -0.4545 1.6044 -0.8875 1.524 0.282 -1.117 -0.294
N -0.2222 2.2333 0.2156 -0.849 0.937 2.599 0.031
S -3.0591 0.4563 -0.0701 0.859 0.621 0.677 0.727
H 2.8511 1.1318 0.9747 1.070 -0.267 0.848 0.073
H 2.5214 0.0417 -1.2820 -0.500 0.233 0.509 0.110
H -0.3997 -3.4946 -0.4846 -0.127 -0.413 -0.319 0.088
H -1.5798 -1.4587 -1.2845 -1.998 -0.387 -4.601 0.042
H 0.9931 2.7872 1.7309 0.125 -0.431 0.539 0.099
H 0.7571 -1.6095 1.6131 -0.275 -0.036 0.338 0.050
H 1.1024 -3.3606 1.1977 1.086 -1.391 0.714 0.022
H 0.4389 0.7081 -2.5739 0.117 -0.700 0.978 0.124
H -1.2240 -0.1130 1.3915 0.176 -0.813 -0.499 0.079
H -1.3387 1.8296 -1.4294 -0.608 0.257 -0.318 0.067
H -2.6775 1.7062 0.4249 -0.325 -1.111 -0.406 -0.097
```
Forces are in eV/Å.

=====

(2)
Computed, not measured: a molecular structure, C2H7ClNP in a non-equilibrium geometry, with wB97M-V/def2-TZVPD.

## Properties
F_max ... 0.0263 hartree/bohr
Total energy ... -936.50100 Ha
Net charge ... 0
Multiplicity ... 1
Highest occupied orbital energy (spin up / spin down) ... -8.794 / -7.524 eV

The geometry in XYZ format:
```
12
Properties=species:S:1:pos:R:3:forces:R:3:lowdin_charge:R:1
C -0.9515 1.4705 -0.5198 0.151 0.195 -0.553 -0.312
C 1.3324 -0.4360 0.9140 -0.552 0.217 0.228 -0.326
N -1.3410 0.5813 0.5245 0.036 0.258 0.967 -0.552
P 0.6052 -1.4316 -0.2736 0.962 -0.654 -0.687 0.644
Cl -1.9803 -0.8097 -0.0992 -1.309 0.148 -0.101 0.548
H -0.2822 0.9689 -1.2444 -0.096 0.115 0.051 0.037
H -1.8085 1.8543 -1.0883 0.003 -0.083 0.030 0.072
H -0.4272 2.3066 -0.0559 -0.028 -0.010 -0.029 0.073
H 1.8219 0.4655 0.5928 0.230 0.184 0.031 -0.003
H 0.9560 -0.4687 1.9241 0.104 0.072 0.113 0.000
H 0.4067 -2.6398 0.3816 -0.144 -0.312 0.253 -0.082
H 1.6684 -1.8613 -1.0557 0.642 -0.129 -0.302 -0.098
```
Forces are in eV/Å.

=====

(3)
Computed, not measured: 2 unconnected molecules or ions with the total composition C5H8O2 in a non-equilibrium geometry, with wB97M-V/def2-TZVPD.

## Properties
F_max ... 0.0219 hartree/bohr
Total energy ... -345.58300 Ha
Net charge ... 0
Multiplicity ... 1
Highest occupied orbital energy (spin up / spin down) ... -6.623 / -7.056 eV

The geometry in XYZ format:
```
15
Properties=species:S:1:pos:R:3:forces:R:3:lowdin_charge:R:1
C -1.1253 -0.3504 0.4884 -0.661 -0.527 -0.742 -0.475
C 0.6823 1.0470 1.0304 0.232 0.803 0.158 -0.064
C -1.5623 0.3272 -0.7633 0.252 -0.095 0.313 -0.014
O -0.2632 0.1666 1.3199 0.006 -0.479 0.312 -0.044
O -2.0252 -1.2170 1.0518 -0.013 0.312 0.045 0.060
C 1.7256 -0.8948 -0.7102 0.312 -0.358 -0.502 -0.023
C 2.7932 -0.5144 -1.1115 -0.795 0.083 0.313 0.017
H -1.6493 -1.5781 1.8619 0.064 -0.016 0.047 0.112
H 0.7694 -1.3484 -0.4986 0.238 0.220 0.174 0.030
H 0.5998 1.6762 0.1603 -0.034 -0.116 -0.052 0.063
H 1.4154 1.1673 1.8059 -0.029 0.061 0.000 0.064
H -2.3261 -0.2795 -1.2498 0.086 0.075 0.073 0.091
H -1.9741 1.3207 -0.5422 -0.016 0.049 -0.052 0.095
H -0.7165 0.4566 -1.4472 -0.084 0.040 0.045 0.076
H 3.6564 0.0211 -1.3959 0.441 -0.053 -0.133 0.012
```
Forces are in eV/Å.

=====

(4)
Computed, not measured: a molecular structure, C13H20BiF5N3O5STe in a non-equilibrium geometry, with wB97M-V/def2-TZVPD.

## Properties
F_max ... 0.0283 hartree/bohr
Total energy ... -2427.70237 Ha
Net charge ... +1
Multiplicity ... 1
Highest occupied orbital energy ... -12.280 eV

The geometry in XYZ format:
```
49
Properties=species:S:1:pos:R:3:forces:R:3:lowdin_charge:R:1
Bi 0.9986 0.3528 -0.0779 0.000 0.132 -0.016 1.903
C -4.3103 7.1811 -1.7997 0.021 0.004 -0.004 -0.034
C -3.4187 5.9737 -1.7657 -0.018 0.018 0.019 -0.243
C -2.9907 5.4362 -0.5515 0.007 0.010 0.008 -0.021
C -2.1611 4.3313 -0.5178 0.034 0.054 -0.063 -0.045
C -1.7542 3.7673 -1.7227 -0.291 -0.061 0.276 -0.292
C -2.1623 4.2775 -2.9510 -0.020 0.010 0.048 -0.016
C -2.9917 5.3831 -2.9549 0.009 0.004 -0.044 -0.009
S -0.7538 2.3562 -1.7183 0.258 -0.402 -0.295 0.618
O -0.1691 2.1945 -3.0200 -0.001 0.595 -0.012 -0.304
O -1.5159 1.0980 -1.3247 0.238 0.411 -0.258 -0.476
N 0.2877 2.4448 -0.5276 0.248 0.027 0.233 -0.369
C 1.4022 3.3907 -0.7261 -0.057 -0.095 0.022 -0.149
C 2.7590 2.7843 -0.3424 0.079 0.010 0.012 -0.601
O 3.7163 3.4904 -0.2276 -0.027 -0.068 -0.005 0.128
O 2.7800 1.4617 -0.1583 -0.048 0.026 -0.084 -0.292
H -4.7282 7.3963 -0.8182 0.001 0.000 -0.001 0.080
H -5.1305 7.0402 -2.5033 0.004 -0.007 0.000 0.089
H -3.7487 8.0580 -2.1271 0.003 -0.006 0.003 0.095
H -3.3072 5.8969 0.3757 -0.007 -0.011 -0.006 0.119
H -1.8158 3.9224 0.4228 -0.007 -0.014 -0.010 0.116
H -1.8309 3.8145 -3.8701 0.003 -0.006 0.010 0.128
H -3.3134 5.8000 -3.9011 -0.009 -0.012 0.004 0.128
H 1.2611 4.2882 -0.1272 -0.001 -0.004 0.016 0.131
H 1.4956 3.6807 -1.7756 -0.008 0.009 -0.003 0.135
N -3.9264 -2.5506 2.9948 0.083 0.017 -0.034 0.054
C -2.8075 -2.2507 3.9592 -0.055 -0.025 -0.011 -0.097
C -1.7945 -1.3540 3.2537 -0.029 -0.035 -0.050 -0.198
N -1.3040 -1.8959 2.0006 -0.115 0.011 0.068 -0.059
C -2.3827 -2.2776 1.0974 0.071 0.030 0.039 -0.207
C -3.4029 -3.2045 1.7366 -0.036 -0.015 0.051 -0.085
H -4.3817 -1.6729 2.7351 -0.038 0.010 0.004 0.182
H -4.6373 -3.1323 3.4362 0.000 -0.040 0.019 0.183
H -2.3746 -3.2116 4.2349 -0.001 -0.002 0.012 0.138
H -3.2431 -1.7843 4.8414 0.016 0.020 -0.002 0.136
H -0.9665 -1.1645 3.9353 0.004 -0.001 -0.005 0.132
H -2.2694 -0.3872 3.0480 0.028 0.013 0.015 0.129
H -0.6489 -2.6545 2.1463 -0.006 -0.004 -0.012 0.127
H -1.9762 -2.7528 0.2103 0.026 0.001 -0.034 0.121
H -2.8770 -1.3683 0.7398 -0.004 -0.004 -0.011 0.131
H -2.9587 -4.1494 2.0486 -0.013 -0.013 -0.009 0.139
H -4.2535 -3.4011 1.0866 0.008 0.015 -0.021 0.141
F -0.7449 -1.2216 -0.8361 -0.236 -0.016 0.071 -0.574
Te -0.8242 -0.4875 -2.7646 0.092 -1.449 0.080 1.890
F -0.0013 -0.3390 -4.4320 0.121 0.081 -0.045 -0.348
F -2.0289 0.5697 -3.7482 0.026 0.236 0.050 -0.352
F -2.5157 -1.2344 -2.3976 -0.116 0.071 0.074 -0.366
F -0.4770 -2.2746 -3.1313 0.073 -0.125 0.089 -0.350
O 0.9327 -0.1287 -2.1135 -0.311 0.603 -0.186 -0.688
```
Forces are in eV/Å.

=====

(5)
Computed, not measured: a molecular structure, C13H23BMgN6Si in a non-equilibrium geometry, with wB97M-V/def2-TZVPD.

## Properties
F_max ... 0.1028 hartree/bohr
Total energy ... -1352.21259 Ha
Net charge ... 0
Multiplicity ... 1
Highest occupied orbital energy ... -7.679 eV

The geometry in XYZ format:
```
45
Properties=species:S:1:pos:R:3:forces:R:3:lowdin_charge:R:1
H 3.2560 0.4679 -0.2480 -0.147 -0.129 0.079 0.096
N 1.6401 -0.8993 -0.1085 0.887 -1.013 -0.074 -0.005
B 0.2054 -2.9621 0.1633 0.241 1.043 -0.292 -0.486
N 1.5522 -2.2008 0.3328 0.382 1.256 -0.109 -0.024
C 2.7440 -2.6036 0.8109 0.072 0.474 -0.171 -0.084
Mg -0.8658 0.1637 -0.8835 -0.834 0.772 1.379 0.597
H 2.8541 -3.5980 1.2196 0.094 0.112 -0.044 0.116
C 3.6497 -1.5569 0.6598 -0.314 -0.224 -0.006 -0.076
H 4.6798 -1.5531 0.9503 0.247 -0.029 0.013 0.080
C 2.9172 -0.5138 0.0611 -0.838 -1.172 0.404 -0.157
H 0.3384 -4.1296 0.3899 -0.057 -0.023 0.019 0.116
C -2.6429 0.4600 -2.0306 0.161 1.415 0.512 -0.226
H -2.6834 1.5579 -2.1222 -0.693 -0.125 -0.300 -0.059
H -3.4844 0.1297 -1.4086 0.036 0.134 -0.028 -0.035
H -2.7560 0.0055 -3.0184 0.062 0.209 0.242 -0.047
N -0.2231 -2.6986 -1.3030 -0.375 1.255 -0.733 0.002
N -0.8773 -2.3267 1.0774 -0.574 1.098 0.023 -0.007
N -0.4850 -1.4059 -1.7888 0.939 -4.562 -2.500 -0.059
N -1.3509 -1.0421 0.8545 -0.257 -0.808 0.820 0.009
C -0.3796 -3.5935 -2.2826 -0.152 0.645 -0.268 -0.066
C -1.5321 -2.8824 2.1112 -0.149 0.546 -0.331 -0.069
H -0.2329 -4.6414 -2.0692 -0.047 0.048 -0.109 0.121
H -1.3054 -3.8990 2.4065 -0.071 0.212 0.024 0.123
C -0.7369 -2.9209 -3.4509 0.200 0.115 0.277 -0.047
C -2.4607 -1.9622 2.5824 0.122 -0.007 -0.116 -0.058
C -0.7732 -1.5645 -3.1052 0.161 -0.898 1.070 -0.138
C -2.3154 -0.8281 1.7673 0.768 -1.098 -0.100 -0.133
H -0.9748 -3.3399 -4.4085 0.063 -0.129 -0.122 0.088
H -3.1592 -2.0984 3.3830 -0.094 -0.032 0.163 0.087
H -1.0825 -0.7242 -3.7170 0.315 -0.275 0.242 0.098
H -2.8599 0.1040 1.8209 0.059 -0.170 -0.190 0.098
H 0.5060 0.6626 0.3636 -0.236 0.997 0.144 -0.051
C 1.2030 1.2531 2.8406 0.058 0.088 0.261 -0.183
Si 0.4881 1.8808 1.2503 -0.116 -0.427 -0.303 0.491
C -1.2556 2.5187 1.4391 -0.085 0.154 0.213 -0.195
C 1.5212 3.1582 0.3857 0.123 0.257 0.017 -0.200
H 0.6140 0.4189 3.2384 0.048 0.123 -0.087 0.036
H 1.1937 2.0647 3.5785 0.075 -0.163 0.013 0.035
H 2.2337 0.9074 2.7071 -0.148 0.063 0.009 0.031
H -1.1825 3.4705 1.9868 -0.234 -0.145 -0.179 0.042
H -1.7449 2.7017 0.4713 0.066 0.056 0.235 0.037
H -1.8812 1.8345 2.0248 0.191 0.281 -0.117 0.010
H 1.6469 4.0273 1.0446 0.059 -0.051 -0.236 0.037
H 2.5114 2.7763 0.1142 -0.140 0.101 0.081 0.022
H 1.0152 3.4832 -0.5330 0.130 0.025 0.175 0.036
```
Forces are in eV/Å.